(1)
Computed, not measured: a molecular structure, C31H38SbY, with wB97M-V/def2-TZVPD.

Each line ends with the Löwdin charge.
Geometry (Å):
C -1.546 -2.059 2.127  -0.09
H -1.766 -2.622 3.059  0.10
H -2.480 -1.825 1.604  0.07
H -1.070 -1.136 2.471  0.00
C -0.684 -2.905 1.157  -0.33
H -1.036 -2.806 0.092  0.04
H 0.391 -2.600 1.146  0.08
C -0.864 -4.367 1.596  -0.08
H -0.036 -5.029 1.311  0.09
H -0.936 -4.367 2.695  0.08
H -1.823 -4.770 1.217  0.10
C -0.421 -0.624 -3.275  -0.31
C -0.502 -2.064 -3.351  -0.31
C -1.532 -2.479 -2.442  -0.30
C -2.065 -1.316 -1.761  -0.29
C -1.383 -0.154 -2.291  -0.30
C -1.725 1.283 -2.004  -0.03
C -3.370 -1.296 -1.024  -0.01
C -2.109 -3.851 -2.355  -0.01
C 0.427 -2.970 -4.080  -0.01
C 0.621 0.220 -3.916  -0.02
Y 0.324 -1.443 -1.227  1.53
H -3.559 -0.327 -0.530  0.09
H -4.207 -1.487 -1.727  0.12
H -3.410 -2.076 -0.247  0.07
H -2.417 1.371 -1.148  0.06
H -0.830 1.888 -1.765  0.05
H -2.209 1.749 -2.888  0.12
H 1.595 -0.297 -3.940  0.09
H 0.353 0.432 -4.959  0.12
H 0.758 1.184 -3.405  0.08
H 0.187 -4.028 -3.904  0.09
H 0.358 -2.790 -5.162  0.12
H 1.470 -2.783 -3.769  0.09
H -2.505 -4.091 -1.355  0.09
H -2.944 -3.936 -3.075  0.12
H -1.375 -4.622 -2.628  0.08
C 3.153 -0.040 4.809  -0.06
C 1.768 -0.222 4.905  -0.06
C 0.936 0.124 3.822  -0.13
C 1.498 0.630 2.640  -0.38
C 2.877 0.812 2.546  -0.13
C 3.708 0.471 3.627  -0.06
Sb 0.230 1.009 0.909  1.53
C -0.670 2.905 1.494  -0.36
C -2.065 2.995 1.349  -0.15
C -2.784 3.965 2.063  -0.06
C -2.107 4.870 2.892  -0.05
C -0.706 4.851 2.939  -0.06
C 0.020 3.889 2.219  -0.11
C 1.700 1.458 -0.658  -0.42
C 1.757 2.751 -1.186  -0.12
C 2.770 3.092 -2.096  -0.03
C 3.708 2.143 -2.512  -0.04
C 3.614 0.841 -2.029  -0.07
C 2.626 0.489 -1.089  -0.22
H 3.799 -0.280 5.661  0.12
H 1.334 -0.619 5.829  0.12
H -0.146 0.011 3.915  0.09
H 3.319 1.233 1.641  0.09
H 4.786 0.623 3.547  0.11
H -2.596 2.278 0.714  0.07
H -3.872 4.009 1.986  0.12
H -2.670 5.589 3.488  0.12
H -0.181 5.585 3.549  0.12
H 1.113 3.904 2.260  0.11
H 1.033 3.506 -0.864  0.11
H 2.845 4.120 -2.458  0.13
H 4.529 2.433 -3.182  0.13
H 4.338 0.085 -2.350  0.12
H 2.660 -0.519 -0.626  0.08

Computed properties:
Charge   +2
Lowest unoccupied orbital energy   -6.8 eV
Orbital gap   0.27117 Eh

(2)
Computed, not measured: a molecular structure, C31H39DyN2OSi, with wB97M-V/def2-TZVPD.

Each line ends with the Löwdin charge.
Geometry (Å):
C -1.127 -1.958 0.950  -0.20
C -1.986 -0.820 1.138  -0.16
C -2.390 -0.358 -0.145  -0.19
H -2.285 -0.412 2.096  0.10
C -1.836 -1.220 -1.142  -0.23
C -1.073 -2.231 -0.463  -0.23
H -1.841 -1.090 -2.220  0.09
C 1.848 -0.218 1.665  -0.21
C 0.661 0.242 2.310  -0.18
C 0.390 1.542 1.831  -0.11
H 0.096 -0.308 3.061  0.11
C 1.377 1.872 0.855  -0.32
C 2.290 0.778 0.746  -0.19
H -3.052 0.464 -0.332  0.09
H -0.463 -2.955 -0.968  0.08
H -0.646 -2.524 1.740  0.09
H 3.092 0.692 0.004  0.08
H -0.434 2.191 2.132  0.12
H 2.282 -1.199 1.758  0.07
Dy 0.261 -0.217 -0.221  1.58
C 1.514 3.149 0.061  -0.49
C 2.913 3.730 0.340  -0.03
C 0.435 4.172 0.464  -0.03
H 3.102 3.723 1.422  0.10
H 2.986 4.765 -0.023  0.09
H 3.697 3.134 -0.150  0.09
H 0.635 4.531 1.482  0.10
H -0.571 3.735 0.434  0.08
H 0.456 5.035 -0.220  0.09
C 1.408 2.878 -1.479  -0.04
C 0.021 2.480 -1.931  -0.40
H 2.127 2.093 -1.791  0.11
H 1.706 3.784 -2.034  0.13
O -0.590 1.523 -1.378  -0.10
N -0.529 3.081 -3.005  0.09
C -1.627 2.462 -3.773  -0.10
H -0.280 4.039 -3.177  0.14
C -2.968 2.489 -3.060  -0.22
C -3.886 1.438 -3.198  -0.04
H -3.606 0.577 -3.811  0.12
C -5.125 1.502 -2.550  -0.08
H -5.828 0.677 -2.660  0.11
C -5.454 2.624 -1.777  -0.09
H -6.426 2.678 -1.278  0.10
C -4.544 3.683 -1.656  -0.08
H -4.785 4.567 -1.062  0.10
C -3.304 3.621 -2.304  -0.04
H -2.585 4.447 -2.230  0.11
H -1.368 1.428 -4.050  0.13
H -1.689 3.061 -4.693  0.13
C 3.426 -0.313 -2.497  -0.18
Si 3.246 -1.854 -1.434  0.35
C 3.549 -3.186 -2.689  -0.20
C 4.648 -1.944 -0.218  -0.17
N 1.814 -2.093 -0.420  -0.24
C 1.689 -3.384 0.224  -0.35
C 1.619 -4.514 -0.621  -0.08
C 1.563 -5.796 -0.087  -0.09
C 1.506 -5.987 1.295  -0.11
C 1.498 -4.879 2.151  -0.10
C 1.568 -3.584 1.645  -0.06
H 4.325 -0.480 -3.121  0.04
H 3.590 0.642 -1.980  0.00
H 2.592 -0.181 -3.203  0.03
H 4.475 -2.934 -3.232  0.04
H 3.672 -4.169 -2.216  0.03
H 2.729 -3.242 -3.419  0.04
H 4.630 -1.129 0.521  0.03
H 4.599 -2.902 0.326  0.04
H 5.605 -1.904 -0.760  0.03
H 1.621 -4.343 -1.693  0.09
H 1.556 -6.621 -0.779  0.09
H 1.456 -7.002 1.701  0.09
H 1.427 -5.014 3.216  0.09
H 1.504 -2.744 2.336  0.09

Computed properties:
Spin multiplicity   6
Lowest unoccupied orbital energy (alpha / beta)   0.1 / 0.1 eV
Orbital gap (alpha / beta)   0.24868 / 0.24962 Eh

(3)
Computed, not measured: 2 unconnected molecules or ions with the total composition C31H39N6O, with wB97M-V/def2-TZVPD.

Each line ends with the Löwdin charge.
Geometry (Å):
C 3.508 -0.922 -2.456  -0.03
N 3.179 0.206 -3.297  -0.08
C 4.109 0.402 -4.391  -0.16
C 3.393 1.023 -5.550  -0.16
C 2.725 2.293 -5.124  -0.16
N 1.977 2.110 -3.889  -0.03
C 1.031 3.190 -3.670  -0.16
C 0.405 3.105 -2.307  -0.17
C 0.169 1.664 -1.936  -0.23
N 1.413 0.932 -1.922  -0.01
C 2.171 1.084 -3.010  -0.29
H 2.662 -1.245 -1.854  0.08
H 3.784 -1.750 -3.121  0.10
H 4.359 -0.708 -1.799  0.09
H 4.963 1.026 -4.084  0.14
H 4.491 -0.584 -4.658  0.12
H 4.095 1.231 -6.361  0.13
H 2.636 0.332 -5.929  0.13
H 3.472 3.095 -4.984  0.14
H 2.017 2.630 -5.895  0.13
H 1.530 4.162 -3.801  0.13
H 0.256 3.106 -4.448  0.13
H 1.055 3.579 -1.567  0.12
H -0.543 3.647 -2.312  0.12
H -0.283 1.578 -0.946  0.09
H -0.544 1.229 -2.661  0.13
C -2.944 -2.787 4.702  0.00
N -2.670 -2.152 3.430  -0.04
C -3.689 -1.790 2.595  -0.36
O -4.883 -1.992 2.809  0.10
C -3.062 -1.108 1.378  -0.16
C -3.639 0.285 1.151  -0.08
C -5.108 0.264 0.786  -0.24
C -6.023 1.035 1.511  -0.04
C -7.388 0.967 1.217  -0.07
C -7.838 0.156 0.166  -0.08
C -6.917 -0.591 -0.582  -0.07
C -5.553 -0.531 -0.275  -0.04
N -1.631 -1.125 1.704  0.06
C -0.721 -0.657 0.824  0.03
C 0.648 -0.542 1.090  -0.06
C 1.686 -0.195 0.239  0.02
C 3.020 -0.032 0.767  -0.18
C 3.968 0.855 0.184  -0.02
C 5.303 0.836 0.561  -0.01
C 5.728 -0.022 1.592  -0.22
C 7.114 -0.154 1.929  -0.16
N 8.236 -0.316 2.222  0.18
C 4.789 -0.796 2.282  -0.01
C 3.457 -0.787 1.899  0.00
C -1.338 -1.712 3.028  -0.45
C -0.817 -0.662 4.026  0.01
C -0.396 -2.925 2.987  0.02
H -4.012 -3.008 4.764  0.10
H -2.382 -3.724 4.791  0.10
H -2.673 -2.131 5.540  0.10
H -3.254 -1.753 0.498  0.17
H -3.495 0.879 2.068  0.13
H -3.060 0.761 0.349  0.12
H -5.655 1.658 2.331  0.12
H -8.099 1.541 1.817  0.11
H -8.903 0.105 -0.067  0.11
H -7.257 -1.228 -1.402  0.11
H -4.827 -1.116 -0.848  0.11
H -1.135 -0.345 -0.140  0.14
H 0.948 -0.717 2.117  0.06
H 1.528 -0.128 -0.875  0.03
H 3.619 1.560 -0.578  0.12
H 6.029 1.475 0.052  0.13
H 5.112 -1.433 3.108  0.13
H 2.755 -1.434 2.431  0.11
H -1.602 0.081 4.230  0.11
H -0.545 -1.161 4.967  0.10
H 0.064 -0.147 3.638  0.08
H -0.939 -3.799 2.604  0.11
H 0.471 -2.727 2.353  0.07
H -0.051 -3.149 4.005  0.10

Computed properties:
ΔE to the lowest compared entry with this formula, charge and spin   39.3 kcal/mol
Charge   +1
Lowest unoccupied orbital energy   -4.4 eV
Orbital gap   0.24727 Eh

(4)
Computed, not measured: a molecular structure, C31H39N8OPSe4SiSn, with wB97M-V/def2-TZVPD.

Each line ends with the Löwdin charge.
Geometry (Å):
Sn -0.380 -0.272 -0.545  1.24
N -4.621 -9.778 -2.828  0.13
C -4.143 -8.762 -2.576  -0.20
C -3.542 -7.491 -2.262  -0.24
C -2.389 -7.448 -1.480  -0.03
C -1.816 -6.226 -1.179  -0.01
C -2.378 -5.045 -1.657  -0.18
C -3.531 -5.097 -2.437  0.00
C -4.115 -6.314 -2.739  -0.02
C -1.766 -3.726 -1.329  -0.05
C -1.176 -3.044 -2.381  -0.25
C -1.037 -3.493 -3.729  -0.03
C -0.425 -2.483 -4.425  -0.06
C -0.196 -1.446 -3.484  -0.14
N -0.624 -1.775 -2.282  -0.05
C -1.904 -3.298 -0.003  -0.27
C -2.626 -3.957 1.028  -0.03
C -2.608 -3.122 2.124  -0.07
C -1.887 -1.976 1.722  -0.19
N -1.449 -2.082 0.479  -0.06
H -1.951 -8.368 -1.116  0.11
H -0.923 -6.175 -0.569  0.13
H -3.965 -4.172 -2.795  0.14
H -5.014 -6.357 -3.340  0.12
H -1.366 -4.445 -4.114  0.10
H -0.174 -2.457 -5.472  0.09
H 0.262 -0.482 -3.656  0.08
H -3.127 -4.909 0.941  0.10
H -3.079 -3.276 3.081  0.08
H -1.698 -1.078 2.290  0.08
Se -4.108 0.238 -2.502  -0.29
Se -4.167 2.569 -2.250  -0.25
Se -1.925 3.280 -2.128  -0.26
Se -1.455 3.785 0.101  -0.20
C 1.341 -3.079 1.625  -0.04
C 2.287 -2.343 0.724  -0.35
C 3.641 -2.615 0.770  -0.09
C 4.490 -1.870 -0.062  -0.11
C 3.982 -0.918 -0.893  -0.05
C 2.565 -0.679 -0.931  -0.49
N 1.770 -1.409 -0.085  0.02
N 1.935 0.174 -1.705  -0.13
Si 2.627 1.325 -2.764  0.37
C 3.635 2.620 -1.837  -0.18
C 3.780 0.489 -4.029  -0.19
C 1.259 2.223 -3.667  -0.19
H 1.883 -3.793 2.246  0.07
H 0.582 -3.609 1.049  0.07
H 0.811 -2.376 2.269  0.05
H 4.022 -3.373 1.439  0.08
H 5.560 -2.055 -0.046  0.09
H 4.626 -0.346 -1.546  0.08
H 4.459 2.185 -1.269  0.01
H 2.982 3.146 -1.137  0.02
H 4.050 3.358 -2.529  0.02
H 4.830 0.739 -3.860  0.01
H 3.529 0.789 -5.049  0.01
H 3.684 -0.596 -3.967  0.02
H 0.996 3.147 -3.148  0.01
H 0.336 1.641 -3.709  0.00
H 1.550 2.478 -4.688  0.02
C 0.659 2.302 5.271  -0.22
N -0.120 2.890 4.194  -0.15
C 0.732 3.817 3.448  -0.19
N 1.974 3.218 2.959  -0.15
C 2.677 2.614 4.079  -0.22
N 1.897 1.642 4.850  -0.16
C 1.597 0.459 4.030  -0.35
P 0.636 0.824 2.478  0.97
C -0.667 1.860 3.301  -0.34
C 1.695 2.235 1.904  -0.34
H 0.039 1.575 5.803  0.12
H 0.933 3.101 5.967  0.12
H 0.999 4.641 4.119  0.12
H 0.173 4.213 2.599  0.09
H 2.972 3.415 4.766  0.12
H 3.581 2.123 3.709  0.12
H 1.036 -0.260 4.636  0.08
H 2.539 -0.025 3.753  0.08
H -1.344 1.213 3.868  0.08
H -1.254 2.337 2.512  0.02
H 1.165 2.725 1.081  0.03
H 2.637 1.839 1.513  0.08
O -2.783 0.652 0.516  -0.30
H -3.310 0.466 -0.293  -0.14
H -2.580 1.607 0.548  -0.11

Computed properties:
ΔE to the lowest compared entry with this formula, charge and spin   10.2 kcal/mol
Charge   -2
Lowest unoccupied orbital energy   3.3 eV
Orbital gap   0.15344 Eh

(5)
Computed, not measured: a molecular structure, C31H40BaIN10O2S, with wB97M-V/def2-TZVPD.

Each line ends with the Löwdin charge.
Geometry (Å):
Ba 0.801 0.783 -0.591  1.54
C 2.539 -5.574 2.597  -0.04
C 2.587 -4.115 2.247  -0.33
N 3.647 -3.609 1.779  0.11
C 3.700 -2.176 1.467  -0.22
C 4.819 -1.839 0.463  -0.25
N 4.457 -1.470 -0.889  -0.07
C 3.914 -2.446 -1.806  -0.22
C 2.396 -2.484 -1.983  -0.22
N 1.890 -1.175 -2.402  -0.17
C 0.571 -1.100 -3.031  -0.27
C -0.584 -1.696 -2.214  -0.25
N -0.270 -1.821 -0.812  -0.04
C -1.122 -2.186 0.046  -0.29
C -2.586 -2.395 -0.195  0.00
C -0.526 -2.465 1.394  -0.21
C -1.056 -1.989 2.583  -0.01
C -0.340 -2.221 3.750  -0.05
C 0.864 -2.908 3.687  0.00
C 1.300 -3.361 2.446  -0.24
N 0.611 -3.158 1.332  0.19
H 3.505 -6.032 2.396  0.07
H 1.764 -6.070 2.006  0.08
H 2.279 -5.712 3.650  0.07
H 2.742 -1.791 1.106  0.08
H 3.912 -1.654 2.405  0.10
H 5.499 -2.696 0.423  0.11
H 5.376 -0.989 0.857  0.07
H 4.025 -0.556 -0.932  0.05
H 4.236 -3.437 -1.473  0.12
H 4.368 -2.290 -2.796  0.11
H 1.912 -2.763 -1.046  0.08
H 2.150 -3.274 -2.714  0.12
H 2.556 -0.675 -2.984  0.11
H 0.377 -0.041 -3.260  0.08
H 0.543 -1.591 -4.017  0.12
H -0.817 -2.693 -2.609  0.13
H -1.487 -1.101 -2.409  0.06
H -3.017 -1.519 -0.689  0.07
H -3.118 -2.575 0.737  0.07
H -2.733 -3.253 -0.857  0.09
H -1.960 -1.397 2.592  0.09
H -0.707 -1.843 4.696  0.11
H 1.459 -3.080 4.575  0.12
N -3.860 3.350 -2.404  0.02
C -2.643 3.076 -1.762  -0.91
S -2.325 1.371 -1.485  0.47
N -1.947 4.087 -1.401  -0.02
N -0.826 3.834 -0.608  -0.02
C 0.309 3.969 -1.174  -0.19
C 0.614 4.200 -2.600  -0.16
C 0.161 5.291 -3.332  -0.07
C 0.542 5.457 -4.653  -0.14
C 1.385 4.510 -5.240  -0.13
C 1.833 3.413 -4.534  -0.04
C 1.441 3.219 -3.190  -0.42
O 1.806 2.174 -2.500  -0.37
H -4.106 2.625 -3.060  0.04
H -3.838 4.271 -2.824  0.07
H 1.163 3.823 -0.508  0.09
H -0.498 6.004 -2.853  0.10
H 0.192 6.311 -5.221  0.08
H 1.694 4.634 -6.273  0.09
H 2.482 2.675 -4.989  0.10
C 0.515 1.491 3.957  0.00
C -0.449 1.544 2.813  -0.53
O -0.279 0.842 1.811  -0.22
N -1.490 2.383 2.913  0.09
C -2.473 2.512 1.864  -0.13
C -3.587 1.494 1.910  -0.26
C -4.590 1.602 0.944  -0.05
C -5.604 0.668 0.928  -0.07
C -5.592 -0.348 1.880  -0.09
C -4.555 -0.370 2.791  -0.17
N -3.563 0.524 2.815  0.11
H 1.517 1.651 3.553  -0.01
H 0.483 0.490 4.386  0.07
H 0.303 2.226 4.734  0.08
H -1.567 2.931 3.750  0.14
H -1.972 2.431 0.898  0.04
H -2.903 3.513 1.906  0.14
H -4.540 2.383 0.196  0.09
H -6.383 0.719 0.179  0.11
H -6.363 -1.107 1.906  0.09
H -4.507 -1.151 3.544  0.10
I 3.540 1.713 1.405  -0.22

Computed properties:
ΔE to the lowest compared entry with this formula, charge and spin   6.2 kcal/mol
Charge   -1
Lowest unoccupied orbital energy   2.1 eV
Orbital gap   0.23794 Eh

(6)
Computed, not measured: a molecular structure, C31H40BrN5RhS3, with wB97M-V/def2-TZVPD.

Each line ends with the Löwdin charge.
Geometry (Å):
Rh -1.144 0.099 0.917  0.38
C 0.752 3.324 3.923  -0.14
C -0.226 2.622 3.024  -0.81
S 0.416 1.905 1.610  0.63
C -1.566 2.614 3.296  -0.83
C -2.125 3.335 4.487  -0.16
S -2.702 1.787 2.315  0.59
H 1.752 2.925 3.770  0.05
H 0.477 3.187 4.968  0.06
H 0.773 4.396 3.713  0.07
H -1.652 2.981 5.404  0.06
H -3.196 3.161 4.557  0.04
H -1.941 4.408 4.398  0.07
C 4.186 -4.447 1.155  -0.04
C 4.292 -3.980 -0.269  -0.21
C 5.179 -4.556 -1.160  -0.06
C 5.260 -4.125 -2.477  -0.10
C 4.484 -3.059 -2.896  -0.09
C 3.611 -2.447 -2.017  -0.04
C 3.467 -2.931 -0.716  -0.20
N 2.566 -2.389 0.180  0.14
C 1.343 -1.754 -0.001  -0.33
N 0.768 -1.947 -1.201  0.15
C -0.408 -1.445 -1.791  -0.20
C -1.240 -0.511 -1.163  -0.15
C -2.426 -0.183 -1.823  -0.14
C -2.763 -0.715 -3.054  -0.09
C -1.882 -1.577 -3.682  -0.08
C -0.694 -1.946 -3.072  -0.22
C 0.257 -2.854 -3.812  -0.05
N 0.815 -1.161 1.019  0.07
C 1.641 -0.882 2.115  -0.33
C 2.774 -0.078 1.925  -0.10
C 3.612 0.225 2.977  -0.10
C 3.342 -0.275 4.240  -0.10
C 2.222 -1.064 4.435  -0.06
C 1.358 -1.377 3.398  -0.22
C 0.138 -2.201 3.641  -0.07
H 4.803 -5.327 1.320  0.08
H 3.152 -4.696 1.399  0.09
H 4.515 -3.667 1.847  0.09
H 5.818 -5.363 -0.828  0.11
H 5.937 -4.610 -3.164  0.09
H 4.562 -2.697 -3.910  0.10
H 3.063 -1.568 -2.319  0.12
H 2.820 -2.440 1.158  0.12
H 1.250 -2.620 -1.778  0.10
H -3.111 0.504 -1.345  0.05
H -3.702 -0.459 -3.536  0.10
H -2.124 -1.977 -4.659  0.10
H -0.142 -3.059 -4.804  0.07
H 0.402 -3.814 -3.311  0.08
H 1.235 -2.386 -3.936  0.07
H 2.970 0.316 0.936  0.11
H 4.477 0.853 2.813  0.10
H 4.001 -0.057 5.069  0.09
H 2.016 -1.460 5.421  0.10
H 0.155 -2.640 4.636  0.07
H 0.031 -2.990 2.898  0.07
H -0.744 -1.562 3.558  0.02
C -2.273 4.967 -4.160  -0.10
C -2.476 3.466 -3.963  -0.31
N -3.222 3.172 -2.767  -0.02
C -2.616 3.114 -1.553  -0.88
S -0.961 3.121 -1.415  0.63
N -3.376 3.088 -0.446  -0.05
C -4.816 2.993 -0.369  -0.26
C -5.353 1.582 -0.610  -0.09
H -1.678 5.153 -5.049  0.06
H -1.750 5.367 -3.294  0.05
H -3.229 5.479 -4.269  0.06
H -1.506 2.975 -3.848  0.06
H -3.005 3.029 -4.815  0.11
H -4.211 3.370 -2.786  0.12
H -2.887 2.774 0.399  -0.03
H -5.260 3.706 -1.076  0.10
H -5.085 3.305 0.643  0.11
H -5.170 1.268 -1.635  0.06
H -6.421 1.539 -0.421  0.07
H -4.861 0.887 0.065  0.06
Br -2.751 -1.702 1.571  -0.11

Computed properties:
ΔE to the lowest compared entry with this formula, charge and spin   74.9 kcal/mol
Charge   -1
Lowest unoccupied orbital energy   2.4 eV
Orbital gap   0.19934 Eh